[1]
Below is a 13-piece molecular cluster, C38H84O32S9 overall at a distorted geometry, with properties calculated with ωB97M-V/def2-TZVPD.

Computed properties:
* HOMO: -9.41 eV
* LUMO: -0.039 eV
* Kohn-Sham gap: 9.37 eV

Cartesian coordinates (Å):
C1 1.10309 -6.59407 0.04909
C2 2.39147 -7.29797 -0.47015
C3 3.38659 -6.19501 -1.02229
S1 3.31107 -4.90663 0.42311
O1 3.28598 -3.58029 -0.19122
O2 4.26969 -5.22987 1.45204
C4 1.62072 -5.54226 1.11420
H1 0.28746 -7.25802 0.33548
H2 0.65416 -6.11813 -0.82272
H3 2.05362 -7.87063 -1.33388
H4 2.84545 -7.88877 0.32544
H5 3.12276 -5.63077 -1.91679
H6 4.40859 -6.47330 -1.27951
H7 0.96677 -4.68499 1.27404
H8 1.62392 -5.84376 2.16166
C5 -4.65966 1.47334 -2.72652
C6 -5.87373 0.60388 -2.82776
C7 -6.93692 1.00551 -1.74538
S2 -6.75333 2.88255 -1.75401
O3 -6.92745 3.29819 -0.30827
O4 -7.68349 3.39093 -2.71749
C8 -4.94896 2.89972 -2.24256
H9 -4.19875 1.53906 -3.71209
H10 -3.91397 0.95737 -2.12169
H11 -5.57404 -0.42378 -2.62233
H12 -6.31207 0.53428 -3.82331
H13 -6.76638 0.58593 -0.75393
H14 -8.00796 0.88317 -1.90661
H15 -4.30726 3.12412 -1.39053
H16 -4.79365 3.62857 -3.03802
C9 -1.13970 8.11607 -0.69318
C10 -1.70792 7.61483 0.61029
C11 -1.42663 6.15946 0.85520
S3 -1.14942 5.30746 -0.81239
O5 -2.37642 4.74998 -1.36211
O6 0.08323 4.53041 -0.80553
C12 -0.74066 6.94886 -1.67261
H17 -0.30278 8.71029 -0.32635
H18 -1.67285 8.95855 -1.13373
H19 -2.79343 7.60617 0.51178
H20 -1.55092 8.31217 1.43319
H21 -1.90793 5.56996 1.63555
H22 -0.49226 6.08672 1.41176
H23 -1.10557 6.89622 -2.69837
H24 0.34045 7.08181 -1.71316
C13 1.13804 -1.57442 0.51583
C14 1.89623 -0.75986 -0.59967
C15 0.77926 -0.00027 -1.46150
S4 -0.62505 0.38844 -0.18462
O7 -1.90122 -0.15022 -0.67130
O8 -0.48676 1.85058 0.05000
C16 0.10135 -0.71370 1.21385
H25 1.83281 -2.03908 1.21546
H26 0.57469 -2.43282 0.14992
H27 2.24647 -1.60654 -1.19007
H28 2.62817 0.00317 -0.33481
H29 0.33422 -0.64711 -2.21757
H30 0.84548 0.96449 -1.96444
H31 -0.70294 -1.31825 1.63306
H32 0.52411 -0.17346 2.06092
C17 -2.68587 2.66706 4.14715
C18 -2.52856 1.35727 3.46824
C19 -2.15569 0.37358 4.56961
S5 -3.33866 0.66251 5.83863
O9 -2.81029 0.34811 7.16029
O10 -4.60351 0.13942 5.42961
C20 -3.20137 2.56326 5.62198
H33 -3.37486 3.26857 3.55421
H34 -1.82980 3.32688 4.00606
H35 -1.96417 1.48630 2.54471
H36 -3.54078 1.06149 3.19252
H37 -1.21954 0.58394 5.08679
H38 -2.16131 -0.70059 4.38458
H39 -2.44540 3.02386 6.25795
H40 -4.13703 3.09564 5.79293
C21 3.30203 -3.91900 6.01837
C22 3.91182 -3.39427 4.82652
C23 3.11288 -2.11261 4.49328
S6 1.26617 -2.54759 4.83138
O11 0.56819 -2.89623 3.59936
O12 0.55962 -1.56664 5.66152
C24 1.77519 -4.06814 5.72130
H41 3.41336 -3.16180 6.79448
H42 3.75966 -4.84577 6.36448
H43 4.01424 -4.17364 4.07140
H44 4.90677 -3.16762 5.20965
H45 3.01534 -1.74398 3.47216
H46 3.31341 -1.37320 5.26862
H47 1.48340 -4.77008 4.94012
H48 1.08602 -4.05614 6.56570
C25 -6.89438 -2.83474 1.55491
C26 -6.35400 -2.36300 0.24345
O13 -5.15670 -1.68482 0.43868
S7 -5.01423 -1.20782 2.00550
O14 -5.77587 0.04604 2.06368
O15 -3.58639 -1.26877 2.31543
O16 -5.83707 -2.62490 2.37157
H49 -6.82410 -3.91501 1.68209
H50 -7.81798 -2.39100 1.92661
H51 -7.04504 -1.58224 -0.07431
H52 -6.41930 -3.23811 -0.40310
C27 4.68900 -2.33368 -3.84693
C28 5.63103 -1.48047 -4.70119
O17 5.00223 -1.48188 -5.92029
S8 3.37438 -1.61105 -5.95652
O18 2.80976 -2.35759 -7.03945
O19 2.76978 -0.27726 -5.90880
O20 3.40516 -2.35223 -4.44031
H53 4.49434 -2.02897 -2.81865
H54 4.93921 -3.39394 -3.88362
H55 6.52588 -2.10265 -4.68572
H56 5.92129 -0.50500 -4.31092
C29 6.91758 0.86690 0.16605
C30 5.43410 0.56572 -0.20271
O21 5.36537 -0.84709 -0.14433
S9 6.37319 -1.58303 0.90948
O22 7.29854 -2.51480 0.13377
O23 5.72748 -2.14614 2.09297
O24 7.15890 -0.11009 1.18139
H57 7.00290 1.78093 0.75374
H58 7.61264 0.77536 -0.66858
H59 5.20678 0.85871 -1.22769
H60 4.71997 0.69171 0.61107
C31 -1.37185 1.53940 -4.40438
C32 -0.59424 0.93902 -5.55596
O25 -0.78760 1.75017 -6.70165
O26 -0.54705 2.53943 -3.75022
H61 -1.75536 0.89864 -3.61037
H62 -2.23978 2.00808 -4.86822
H63 -1.14269 0.00060 -5.63769
H64 0.42999 0.66156 -5.30684
H65 -0.45500 2.64385 -6.59068
H66 -0.94387 2.80051 -2.91597
C33 -1.96720 -4.30207 -2.59151
C34 -3.45528 -4.11054 -2.33357
O27 -4.00195 -2.92365 -2.79977
O28 -1.21303 -3.40491 -1.82574
H67 -1.79192 -3.93157 -3.60151
H68 -1.68019 -5.33772 -2.40938
H69 -3.70868 -4.22380 -1.27951
H70 -3.97318 -4.99848 -2.69613
H71 -3.38634 -2.20833 -2.62389
H72 -0.34611 -3.26393 -2.21327
C35 3.32770 3.09622 -3.14828
C36 3.15520 3.46763 -1.66813
O29 2.19725 2.91343 -0.89923
O30 2.44904 3.88113 -3.88855
H73 3.12291 2.03674 -3.30212
H74 4.30799 3.37417 -3.53542
H75 2.94921 4.52912 -1.53065
H76 4.17397 3.34092 -1.30186
H77 1.51959 3.58083 -0.76904
H78 1.54326 3.57583 -3.79931
C37 1.34733 3.25965 3.17980
C38 2.64386 2.65856 2.50181
O31 2.18075 1.67013 1.66358
O32 0.46980 3.71227 2.11613
H79 1.64316 3.97488 3.94729
H80 0.75303 2.53392 3.73497
H81 3.43137 2.36608 3.19635
H82 3.02776 3.54087 1.98971
H83 2.22874 1.92652 0.73970
H84 0.39819 2.96715 1.51509

Atomic forces in eV per Å
C 1.394 1.125 0.214
C -0.311 1.051 -1.266
C -0.729 0.614 1.901
S -0.803 -1.550 -0.878
O -0.212 -1.029 0.768
O 0.075 0.301 -0.222
C -0.835 0.653 -1.207
H 0.491 -0.210 0.761
H 0.153 0.656 0.043
H 0.424 -0.615 0.211
H 0.152 -0.117 -0.318
H -0.982 -0.091 0.159
H 0.126 -0.345 0.950
H -0.044 0.409 -0.889
H 1.128 -0.825 -0.213
C 0.951 0.374 -0.645
C -1.991 -1.606 0.802
C 0.804 1.463 -0.857
S -0.082 -1.519 5.208
O 0.741 -0.369 -3.451
O 0.371 0.480 -0.840
C -0.597 -0.303 -0.069
H -0.026 -0.011 -0.075
H -0.043 0.352 0.423
H 0.021 -0.124 0.027
H -0.102 0.540 0.000
H 0.595 0.445 0.040
H 0.156 -0.181 -0.709
H -0.543 0.347 0.103
H -0.213 0.092 0.183
C 0.834 0.550 -0.333
C -3.559 -0.548 -0.282
C 2.551 -0.996 0.653
S 0.413 2.209 0.441
O 1.036 0.270 0.477
O -1.116 0.367 -0.053
C 0.351 0.286 1.382
H 1.069 -0.589 -0.694
H -0.884 -0.615 -0.232
H -0.393 0.433 -0.075
H 0.548 -0.438 0.123
H -1.506 0.027 -0.801
H 1.070 -0.151 -0.890
H -0.467 0.255 0.315
H 0.066 -0.942 -0.218
C -0.051 0.937 0.228
C -2.342 -0.102 -1.349
C -1.384 -0.890 1.608
S 1.574 -0.085 -0.899
O 1.071 0.687 0.726
O -0.627 -2.001 0.280
C -0.539 0.375 0.025
H 0.094 0.430 0.130
H 0.260 0.046 -0.892
H 0.878 0.679 -0.370
H 0.153 -0.680 0.537
H -0.168 -0.362 0.267
H 1.007 0.099 0.453
H -0.272 0.138 -0.353
H -0.066 0.706 -0.493
C -0.868 2.588 0.038
C -1.086 -0.994 0.255
C 1.133 -0.627 0.003
S 1.297 2.317 1.759
O -0.451 -0.133 -1.010
O -0.777 -0.037 -0.217
C 0.369 -0.809 -1.243
H -0.607 -0.155 0.034
H 0.706 -0.400 0.766
H 0.435 -0.588 0.275
H 0.074 -0.124 -0.458
H 0.278 0.137 -0.208
H -0.128 0.094 -0.404
H -0.095 -0.714 0.464
H -0.129 -0.450 -0.093
C -3.019 -1.032 1.885
C 1.220 1.143 -1.479
C -1.656 -0.601 -0.002
S 0.834 0.638 0.292
O 0.708 -0.209 0.191
O 1.270 -0.929 -0.421
C -0.606 0.965 0.047
H -0.132 -0.180 0.417
H -0.189 -0.030 0.011
H -0.197 0.440 -0.487
H 0.399 0.518 -0.937
H 0.780 0.148 0.116
H 0.108 0.334 -0.426
H 0.336 -0.622 0.431
H 0.210 -0.559 0.123
C -0.210 -1.470 0.479
C -2.798 1.035 -1.309
O 1.685 0.036 0.088
S 0.384 0.101 -2.684
O 1.240 -2.700 0.913
O -3.275 -0.243 0.108
O 3.681 3.249 4.712
H -1.489 -0.340 -0.800
H -0.059 -0.014 -0.227
H -0.282 -0.313 -0.776
H 1.172 0.530 -0.660
C -0.761 -0.656 0.913
C 0.183 -1.320 2.103
O -0.838 0.203 -3.160
S -0.782 2.662 1.432
O 1.612 -1.017 1.239
O 1.495 -1.939 1.060
O -1.921 1.211 -2.710
H 0.546 0.141 0.038
H 0.746 0.136 0.295
H 0.302 0.336 -0.827
H -0.608 0.226 -0.190
C -1.574 -0.318 1.108
C 0.999 -0.470 0.844
O 0.542 -3.332 -0.288
S 2.528 -1.417 -2.150
O -3.170 3.314 2.482
O 1.069 1.956 -2.187
O -0.094 -2.348 0.758
H 0.151 0.291 -0.658
H -0.052 0.012 0.062
H -0.485 0.178 0.357
H -0.090 2.167 -0.335
C 0.663 1.311 0.916
C -1.252 -0.087 1.063
O 0.179 -0.807 -0.476
O 0.133 -0.038 -0.401
H 0.271 -0.699 -0.244
H -0.146 0.174 0.019
H 0.121 -0.214 -1.124
H 0.204 0.453 -0.140
H 0.263 -0.079 0.430
H -0.205 0.095 0.193
C -0.563 0.885 -0.735
C 0.276 -1.164 1.245
O -0.325 0.283 -0.846
O 0.340 0.593 1.502
H -0.187 -1.010 -0.667
H 0.040 -0.138 -0.210
H 0.572 0.269 0.641
H -0.184 0.279 -0.992
H 0.166 0.140 0.297
H -0.044 -0.090 -0.125
C -1.392 0.505 0.736
C 2.802 1.858 -0.927
O -1.109 -2.455 0.969
O -0.628 0.603 -1.296
H 0.225 -0.351 -0.002
H 0.223 -0.228 0.412
H 0.698 0.539 -1.014
H 0.204 -0.407 0.999
H -0.728 -0.153 0.152
H -0.296 -0.299 0.049
C 0.288 -1.090 -0.561
C -1.747 2.147 1.101
O 0.472 -1.627 -0.295
O 1.010 0.994 1.454
H -0.318 0.864 -0.594
H 0.369 -0.615 0.102
H -0.224 -0.529 0.195
H 0.270 -0.079 -0.552
H 0.083 0.474 -0.524
H -0.253 -0.423 -0.367

---

[2]
Below is a 2-piece molecular cluster, CH5N3O3S2 overall at a distorted geometry, with properties calculated with ωB97M-V/def2-TZVPD.

Computed properties:
* HOMO: -7.67 eV
* SMILES: NC(N)=[NH+][S-].O=S(=O)=O
* LUMO: -0.570 eV
* Kohn-Sham gap: 7.10 eV

Cartesian coordinates (Å):
N1 0.13115 -0.97371 0.73865
C1 0.27183 -0.03825 -0.29319
N2 -0.83807 0.44916 -0.95057
N3 1.45016 0.50847 -0.54378
S1 1.73556 1.65973 -1.79369
H1 -0.68890 -1.54913 0.61918
H2 1.04578 -1.30193 1.14302
H3 -1.52435 0.62297 -0.30482
H4 -0.61802 1.15653 -1.71211
H5 2.32068 0.36293 0.01605
O1 0.67263 4.44217 0.86265
S2 0.79466 3.04942 1.18728
O2 2.05067 2.59274 1.71575
O3 -0.40473 2.29390 1.17957

Atomic forces in eV per Å
N 1.196 1.393 -1.090
C 0.811 0.664 0.712
N 3.104 -1.148 -2.008
N 0.541 -0.767 0.428
S -0.333 0.831 0.162
H 0.458 -0.417 0.409
H -1.961 0.105 -0.642
H -2.340 0.699 1.345
H -0.131 -0.923 1.525
H -1.538 -0.563 -0.494
O 0.230 -0.933 0.118
S 1.080 2.284 -0.349
O -1.242 -0.389 -0.384
O 0.123 -0.837 0.268

---

[3]
Below is one molecule with the formula C4H8OS at a distorted geometry, with properties calculated with ωB97M-V/def2-TZVPD.

Computed properties:
* HOMO: -8.65 eV
* ΔE to the lowest compared entry with this formula, charge and spin: 1.032 eV
* SMILES: C1CSCCO1
* LUMO: 0.881 eV
* Kohn-Sham gap: 9.53 eV

Cartesian coordinates (Å):
C1 0.06295 0.36870 1.31770
C2 -0.96754 -0.67408 1.02917
S1 -1.41983 -0.91456 -0.76173
C3 -0.18297 0.24615 -1.50842
C4 1.14643 0.10047 -0.80359
O1 1.19350 0.37226 0.57194
H1 0.40383 0.22375 2.31980
H2 -0.49574 1.34529 1.25462
H3 -0.68146 -1.68797 1.39176
H4 -1.91263 -0.44698 1.64161
H5 -0.05889 -0.06028 -2.55568
H6 -0.52872 1.28723 -1.58498
H7 1.58798 -0.90775 -1.03705
H8 1.85309 0.74777 -1.27515

Atomic forces in eV per Å
C -2.167 1.234 0.203
C -1.846 -1.866 0.573
S 0.531 0.971 0.360
C -0.493 -0.273 -0.040
C 0.459 -1.134 -0.888
O 1.731 -0.135 -0.942
H -0.011 0.134 0.903
H 0.655 -0.416 0.086
H 0.161 0.674 -0.303
H 1.262 -0.055 -1.067
H 0.009 -0.181 0.317
H -0.068 -0.285 0.507
H -0.721 0.446 0.540
H 0.499 0.885 -0.249

---

[4]
Below is one molecule with the formula C4H7NS2 at a distorted geometry, with properties calculated with ωB97M-V/def2-TZVPD.

Computed properties:
* HOMO: -7.31 eV
* ΔE to the lowest compared entry with this formula, charge and spin: 1.897 eV
* SMILES: NCC1SC=CS1
* LUMO: 0.775 eV
* Kohn-Sham gap: 8.09 eV

Cartesian coordinates (Å):
N1 -0.03918 1.72671 1.06382
C1 1.01768 1.46474 0.20650
C2 0.80756 0.07889 -0.43648
S1 0.73731 -0.99454 0.92557
C3 -0.90668 -1.14284 0.82341
C4 -1.52475 -0.78471 -0.39944
S2 -0.48641 0.03157 -1.63347
H1 -0.88650 1.90766 0.60089
H2 0.01696 2.45811 1.86459
H3 2.05316 1.51027 0.76937
H4 1.07265 2.32210 -0.52208
H5 1.81235 -0.22388 -0.86690
H6 -1.51149 -1.58624 1.58801
H7 -2.66006 -0.76382 -0.71818

Atomic forces in eV per Å
N -1.188 1.923 4.643
C 2.823 1.890 -0.700
C 4.417 1.596 -0.712
S 1.258 -1.598 1.094
C -4.432 0.342 -3.888
C -0.951 0.107 1.448
S -0.921 -1.147 0.900
H -1.131 0.162 -0.797
H 0.518 -1.824 -2.214
H -2.026 -0.407 -0.922
H 0.378 -1.071 -0.252
H -1.166 0.614 -0.203
H -0.043 -0.189 0.357
H 2.465 -0.398 1.248